# 1
The following is a quantum chemistry calculation of the ion C24H30N3Si with charge +1 in a non-equilibrium geometry, from OMol25.

- Electronic energy: -37718.303 eV
- LUMO level: -2.01 eV
- Net charge: +1
- Gap between HOMO and LUMO: 8.2 eV
- HOMO level: -10.2 eV
- Structure (SMILES): Cc1ccc([C@H](c2c(C)n(C)c3ccccc23)[n+]2ccn([Si](C)(C)C)c2)cc1

XYZ file:
```
58
Properties=species:S:1:pos:R:3:forces:R:3:nbo_charge:R:1
C -4.9096 0.8606 2.2957 -0.473 0.203 0.219 -0.652
C -3.6192 0.1505 2.2382 0.490 -0.393 -0.380 0.085
C -2.5735 0.4413 3.1020 1.099 -0.318 0.272 -0.238
C -1.2785 -0.1055 2.9187 -0.324 0.546 -0.478 -0.172
C -1.0668 -0.8905 1.7546 0.514 -0.819 0.164 -0.086
C 0.2613 -1.2621 1.0504 -0.118 -0.842 1.157 -0.010
C 1.5011 -0.7255 1.7358 -0.246 -0.238 0.097 -0.204
C 2.7184 -1.3398 2.0999 -0.712 0.798 -1.626 0.256
C 3.0965 -2.7675 2.2132 -0.313 -0.379 -0.217 -0.667
N 3.6686 -0.3595 2.2314 -0.579 0.212 0.619 -0.342
C 5.0884 -0.5777 2.3023 0.675 -0.193 0.201 -0.409
C 3.0634 0.8903 2.1764 -0.868 -0.450 -0.399 0.128
C 3.6367 2.1473 2.0796 -0.569 1.019 0.170 -0.231
C 2.7729 3.2349 1.8542 0.239 -0.325 0.127 -0.208
C 1.3910 3.0504 1.6857 -0.378 -0.784 0.067 -0.223
C 0.8225 1.7745 1.7234 0.367 0.219 -0.047 -0.237
C 1.6600 0.6741 1.9812 1.169 0.771 -1.265 -0.012
N 0.1073 -1.0013 -0.5275 1.234 0.568 0.110 -0.319
C 1.1495 -1.3971 -1.3761 0.368 -0.168 1.248 -0.055
C 0.8194 -1.0677 -2.6216 -1.173 0.762 -1.822 -0.066
N -0.4767 -0.4498 -2.6009 1.659 -0.755 -0.729 -0.621
Si -1.4016 0.1744 -4.1897 -0.126 0.023 0.291 1.797
C -1.7208 1.9648 -3.9067 0.048 0.344 0.320 -1.154
C -2.9634 -0.7965 -4.2816 -0.269 -0.328 0.235 -1.153
C -0.4403 -0.0540 -5.7633 0.608 -0.295 0.208 -1.146
C -0.8230 -0.4514 -1.3122 -0.721 0.689 0.144 0.273
C -2.1765 -1.4316 1.1231 -0.374 0.179 -0.555 -0.195
C -3.4301 -0.8562 1.3008 0.331 -0.423 -0.364 -0.257
H -5.5971 0.4352 1.5855 -0.394 -0.173 -0.207 0.217
H -5.3380 0.7798 3.2837 -0.269 0.013 0.325 0.231
H -4.8321 1.9156 2.0681 0.213 0.308 -0.030 0.227
H -2.7527 1.1618 3.9019 0.183 -0.278 -0.078 0.225
H -0.4775 0.1817 3.6358 -0.548 -0.256 -0.945 0.248
H 0.3901 -2.3400 0.9154 -0.302 -0.105 0.730 0.225
H 2.1824 -3.3653 2.2661 0.222 -0.051 0.043 0.236
H 3.6817 -3.1185 1.3586 0.028 0.041 0.008 0.228
H 3.6907 -2.9609 3.1095 -0.123 0.062 -0.021 0.244
H 5.5849 0.3913 2.2677 -0.016 -0.153 0.058 0.227
H 5.3953 -1.0856 3.2242 -0.144 0.135 -0.089 0.215
H 5.4687 -1.1710 1.4580 -0.292 0.151 0.130 0.208
H 4.7037 2.2973 2.1936 -0.097 0.091 -0.033 0.220
H 3.1513 4.2567 1.8012 0.111 -0.387 0.032 0.225
H 0.7266 3.8884 1.4976 0.267 0.051 0.054 0.219
H -0.2458 1.6025 1.5438 0.564 0.363 0.013 0.219
H 2.0679 -1.8648 -1.0056 -0.627 0.298 -0.066 0.253
H 1.3566 -1.1881 -3.5715 -0.314 0.007 0.710 0.246
H -2.3419 2.3811 -4.7127 0.135 -0.196 0.158 0.266
H -2.2539 2.1218 -2.9617 0.073 0.105 -0.122 0.248
H -0.7865 2.5382 -3.8797 -0.167 -0.055 0.054 0.259
H -3.6106 -0.4118 -5.0830 0.221 -0.010 0.181 0.267
H -2.7684 -1.8536 -4.4970 -0.063 0.140 0.082 0.257
H -3.5246 -0.7305 -3.3423 -0.016 -0.078 -0.144 0.247
H -1.0195 0.3387 -6.6146 -0.016 -0.050 0.431 0.276
H 0.5122 0.4864 -5.7495 -0.076 -0.086 -0.052 0.255
H -0.2385 -1.1093 -5.9759 0.022 0.126 -0.009 0.255
H -1.7706 -0.0162 -1.0070 0.374 -0.249 0.348 0.248
H -2.0140 -2.2493 0.3928 -0.295 0.711 0.339 0.212
H -4.2171 -1.1407 0.6100 -0.208 -0.100 0.330 0.216
```
Forces are in eV/Å.

---

# 2
The following is a quantum chemistry calculation of a structure of composition C24H30N4O2OsS2 in a non-equilibrium geometry, from OMol25.

- Electronic energy: -59562.177 eV
- Multiplicity: 2
- LUMO level (alpha / beta): -2.49 / -3.07 eV
- Net charge: +1
- Gap between HOMO and LUMO (alpha / beta): 7.3 / 6.5 eV
- HOMO level (alpha / beta): -9.8 / -9.6 eV

XYZ file:
```
63
Properties=species:S:1:pos:R:3:forces:R:3:lowdin_spin:R:1
Os -0.4055 0.2339 -0.5498 1.849 -1.641 -0.454 0.747
C 2.3531 0.8195 -1.9971 0.149 -0.077 -0.050 0.006
N 1.8842 0.1588 -0.7578 -0.735 0.727 0.466 0.022
C 2.2111 -1.2730 -0.7254 0.069 -0.089 -0.046 -0.001
C 1.4213 -2.0467 -1.7471 0.091 -0.105 -0.130 -0.001
N -0.0337 -1.7868 -1.6767 -0.944 0.888 0.235 -0.002
C -0.5939 -1.5239 -3.0329 0.071 -0.289 -0.206 0.000
C -0.8363 -2.8656 -1.0964 0.261 -0.309 -0.019 0.003
C -0.5625 -4.2021 -1.3694 0.025 0.057 -0.088 0.000
C -1.3966 -5.2030 -0.9017 -0.025 -0.006 -0.006 0.003
C -2.5295 -4.8669 -0.1708 0.041 0.018 -0.008 0.000
C -2.8168 -3.5379 0.0797 0.016 -0.034 -0.019 0.003
C -1.9730 -2.5286 -0.3846 -0.156 0.128 -0.027 0.009
S -2.4374 -0.8573 -0.0985 -0.333 0.619 0.420 0.055
C 2.4151 0.8862 0.3986 0.471 -0.165 -0.082 0.003
C 3.6153 0.5379 0.9991 0.026 -0.046 -0.084 0.000
C 4.1384 1.3180 2.0228 -0.001 0.033 0.026 0.003
C 3.4577 2.4478 2.4515 -0.030 -0.026 -0.040 0.000
C 2.2389 2.7763 1.8743 0.063 -0.045 -0.009 0.003
C 1.7155 1.9972 0.8486 -0.149 0.131 0.098 0.006
S 0.1682 2.3929 0.1061 -0.632 0.303 0.128 0.077
H 3.4192 0.6242 -2.1470 -0.002 0.002 0.012 0.001
H 2.1985 1.8914 -1.9063 -0.067 -0.005 0.015 0.001
H 1.7926 0.4554 -2.8555 -0.019 -0.008 0.017 0.000
H 1.9832 -1.6336 0.2729 0.055 -0.008 0.007 0.000
H 3.2724 -1.4456 -0.9341 0.020 0.086 0.045 0.000
H 1.6501 -3.0955 -1.5706 -0.095 -0.050 -0.120 0.000
H 1.7619 -1.8118 -2.7553 -0.014 -0.005 -0.004 0.000
H -0.5641 -2.4324 -3.6404 0.075 -0.011 0.020 0.000
H -0.0289 -0.7344 -3.5214 0.002 0.009 0.032 0.000
H -1.6237 -1.1937 -2.9323 -0.023 -0.067 0.029 0.000
H 0.2871 -4.4754 -1.9825 0.007 -0.010 0.030 0.000
H -1.1711 -6.2360 -1.1291 -0.003 0.000 0.040 0.000
H -3.1920 -5.6397 0.1956 0.003 0.002 -0.003 0.000
H -3.7068 -3.2586 0.6290 0.017 -0.016 0.028 0.000
H 4.1575 -0.3409 0.6757 0.036 0.043 -0.025 0.000
H 5.0852 1.0466 2.4702 -0.019 -0.011 0.018 0.000
H 3.8703 3.0705 3.2341 -0.016 -0.026 0.022 0.000
H 1.6759 3.6369 2.2133 0.026 0.006 0.007 0.001
C -3.4153 2.3627 -1.1424 -0.031 -0.034 -0.028 0.002
N -2.4178 3.0108 -1.9834 -0.003 -0.043 0.099 0.005
C -2.5469 4.4510 -2.1569 -0.025 0.039 -0.082 0.000
C -1.4023 2.3585 -2.4977 0.106 0.045 0.040 0.003
O -1.1431 1.1415 -2.3373 0.102 -0.037 -0.040 0.025
H -4.4087 2.6355 -1.4979 0.011 0.050 0.009 0.000
H -3.3007 2.6897 -0.1079 0.014 0.017 -0.005 0.000
H -3.2959 1.2865 -1.1983 -0.015 -0.011 -0.031 0.002
H -3.4508 4.6872 -2.7176 -0.016 -0.030 0.010 0.000
H -1.6814 4.8431 -2.6854 -0.007 -0.017 -0.013 0.000
H -2.6035 4.9273 -1.1786 0.027 -0.017 0.010 0.000
H -0.7604 2.9681 -3.1406 0.028 -0.037 -0.022 0.002
O 0.2702 -0.6973 1.1928 -0.226 0.062 -0.237 0.013
N -0.0036 -0.2628 2.4236 -0.091 0.150 0.145 -0.001
C 0.6723 -0.8570 3.4236 0.124 -0.082 0.003 0.001
C 0.4768 -0.4738 4.7273 -0.010 -0.030 0.038 0.000
C -0.4281 0.5378 5.0182 -0.002 0.067 -0.064 0.002
C -1.1189 1.1234 3.9734 0.026 -0.062 0.062 0.000
C -0.8986 0.7012 2.6774 -0.133 -0.023 -0.071 0.004
H 1.3544 -1.6348 3.1172 0.003 0.025 -0.051 0.000
H 1.0328 -0.9746 5.5062 0.017 0.004 -0.015 0.000
H -0.5869 0.8617 6.0371 -0.006 -0.019 0.000 0.000
H -1.8389 1.9108 4.1421 -0.008 -0.012 -0.005 0.000
H -1.4056 1.0998 1.8163 0.007 -0.009 -0.029 0.003
```
Forces are in eV/Å.